{
  "formula": "C17H18NO5P",
  "method": "the ωB97M-V functional and the def2-TZVPD basis",
  "max_force_ha_per_bohr": 0.375,
  "orbital_gap_ev": 7.92,
  "e_homo_ha": -0.317,
  "total_energy_ha": -1430.596517,
  "species": ["C", "C", "H", "H", "O", "P", "O", "O", "C", "C", "H", "H", "H", "H", "H", "N", "C", "C", "C", "C", "C", "C", "H", "H", "O", "C", "O", "C", "C", "C", "C", "C", "C", "H", "H", "H", "H", "H", "H", "H", "H", "H"],
  "xyz": [[-1.6437, -1.6765, -2.3839], [-0.4881, -2.5581, -1.9474], [-0.5865, -3.6669, -2.1329], [-0.2329, -2.5017, -0.9841], [0.4699, -2.2974, -2.9173], [1.6689, -0.9778, -2.6912], [2.7380, -0.7991, -3.7524], [0.7507, 0.1363, -2.4869], [1.3760, 1.4298, -2.7167], [0.3126, 2.4633, -3.3483], [1.0085, 3.3699, -3.4961], [-0.4457, 2.4041, -2.8077], [-0.1201, 1.9936, -4.3721], [1.7462, 1.9510, -1.6574], [2.2099, 1.2984, -3.3058], [2.4122, -1.1898, -1.1557], [1.8397, -0.8323, 0.1739], [0.7082, -0.3392, 0.3999], [0.3463, -0.1496, 1.8939], [1.3120, -0.1813, 2.7862], [2.4625, -0.8786, 2.5176], [3.0413, -1.0301, 1.1907], [3.9681, -1.5047, 1.1205], [3.2893, -0.7886, 3.3349], [0.9805, -0.2457, 4.1805], [-0.2854, 0.5457, 4.5595], [-0.6198, 0.8454, 5.5800], [-1.1555, 0.6965, 3.5144], [-2.4719, 1.3950, 3.6907], [-3.4954, 1.6126, 2.8453], [-3.1398, 1.1521, 1.5572], [-2.0523, 0.5974, 1.0946], [-0.9633, 0.4819, 2.1148], [-1.9253, 0.5102, 0.0159], [-4.0151, 1.4306, 0.6959], [-4.2598, 1.9117, 3.2313], [-2.7447, 1.3589, 4.8700], [0.1550, -0.0357, -0.3755], [3.3739, -1.6194, -1.1517], [-1.7471, -1.8956, -3.5300], [-1.4870, -0.5185, -2.2470], [-2.2903, -1.8978, -1.9079]],
  "forces_ev_per_a": [[13.9, 5.5, -11.3], [-1.4, -1.1, -4.4], [-1.1, 0.9, 0.4], [1.5, 0.8, 3.8], [5.9, 3.1, -0.6], [4.3, -7.6, -1.3], [-2.5, -1.1, 1.9], [-3.3, 5.5, 0.5], [-2.4, 3.6, 3.0], [8.3, -2.5, -6.6], [-2.1, -0.9, 0.2], [-6.5, 0.9, 5.3], [1.5, 1.3, 1.9], [-1.0, -1.7, -2.5], [1.7, -0.2, -1.3], [-0.6, 0.1, -0.3], [11.6, -3.9, -2.5], [-2.8, 1.1, 7.1], [-2.2, 2.6, -6.9], [-1.4, -2.9, 4.0], [7.4, 1.3, -1.9], [-8.4, 0.9, 3.1], [1.2, -0.5, -0.9], [-1.8, -0.9, -1.0], [-1.6, 2.9, -0.1], [4.3, -3.9, -6.0], [-0.1, 1.7, 8.9], [-6.1, 3.1, -7.9], [1.4, -2.5, 6.5], [11.0, -4.5, -4.3], [-7.4, 3.2, -3.1], [4.4, -0.1, 1.7], [0.5, -2.2, 1.3], [0.3, -0.5, 0.5], [2.4, -1.1, 2.2], [-9.1, 3.5, 3.3], [0.6, 1.0, -2.7], [-2.6, 0.8, -2.3], [-1.8, 0.8, 0.0], [-0.3, 0.6, 2.3], [0.1, -2.4, -0.3], [-15.7, -4.8, 10.2]]
}